(1)
A single C6H11N molecule, computed with ωB97M-V/def2-TZVPD.

CARTESIAN COORDINATES (ANGSTROEM)
1 C -1.99472 -1.72586 1.80546
2 C -1.56235 -0.94121 0.80176
3 N -0.85320 -1.46748 -0.28116
4 C 0.07830 -0.64245 -1.06163
5 C 0.34988 0.77646 -0.51494
6 C 1.58091 1.18754 -0.20913
7 C 2.14027 2.53352 -0.54166
8 H -1.42944 -2.62454 2.04001
9 H -2.91942 -1.53741 2.32920
10 H -1.67556 0.13268 0.89153
11 H -0.36757 -2.25330 0.14323
12 H -0.13609 -0.50789 -2.11716
13 H 1.06204 -1.05539 -0.86457
14 H -0.55173 1.36489 -0.57822
15 H 2.19938 0.41490 0.23114
16 H 3.22239 2.57392 -0.55209
17 H 1.74793 3.38835 0.03386
18 H 1.72235 2.89223 -1.48523

Cartesian forces (eV/Å) of the 6 atoms listed first:
C 0.3725 0.0150 -0.1693
C -0.3015 -0.0540 0.2610
N 0.4165 0.1802 0.6948
C 1.3573 0.9950 3.0910
C -1.0310 -0.9162 -0.6898
C -0.5869 -0.0647 -0.2232

## Properties
- Multiplicity: 1
- LUMO: 1.07 eV
- HOMO level: -7.82 eV
- Orbital gap: 8.89 eV
- SMILES string: C=CNC/C=C/C

Partial charges, Löwdin, in e: atom 1 (C): -0.03, atom 2 (C): -0.25, atom 3 (N): -0.04, atom 4 (C): -0.18, atom 5 (C): -0.14, atom 6 (C): -0.16, atom 7 (C): -0.10, atom 8 (H): 0.04, atom 9 (H): 0.04, atom 10 (H): 0.10, atom 11 (H): 0.11, atom 12 (H): 0.11, atom 13 (H): 0.10, atom 14 (H): 0.10, atom 15 (H): 0.10, atom 16 (H): 0.07, atom 17 (H): 0.08, atom 18 (H): 0.07



(2)
2 unconnected molecules or ions with the total composition C6H11N, computed with ωB97M-V/def2-TZVPD.

CARTESIAN COORDINATES (ANGSTROEM)
1 C -0.71275 -1.48421 -1.19993
2 C -0.34444 -1.13481 0.02702
3 C 0.77190 -0.18261 0.40020
4 C 1.89832 -0.97535 1.08819
5 C 1.29816 0.56032 -0.75742
6 N 1.72126 1.13877 -1.66500
7 H -1.49410 -2.22581 -1.34613
8 H -0.25536 -1.05498 -2.09196
9 H -0.83310 -1.57601 0.89642
10 H 0.38865 0.56724 1.10865
11 H 2.70401 -0.31098 1.41483
12 H 1.49222 -1.49496 1.96316
13 H 2.30234 -1.72332 0.39729
14 C -1.79111 1.99598 -0.03619
15 H -1.68555 2.17078 1.03955
16 H -2.72531 2.45032 -0.37942
17 H -0.94448 2.44877 -0.56145
18 H -1.81459 0.93310 -0.23963

Cartesian forces (eV/Å) of the 6 atoms listed first:
C 0.0784 -0.0065 0.1491
C -0.0438 -0.0328 -0.1730
C 0.0089 -0.0431 0.0131
C 0.1138 -0.0137 0.0469
C 0.2671 0.3918 -0.7005
N -0.3862 -0.5481 0.8308

## Properties
- Multiplicity: 1
- LUMO: 0.85 eV
- HOMO level: -10.30 eV
- Orbital gap: 11.16 eV
- SMILES string: C=C[C@@H](C)C#N.C

Partial charges, Löwdin, in e: atom 1 (C): 0.02, atom 2 (C): -0.18, atom 3 (C): -0.38, atom 4 (C): -0.06, atom 5 (C): -0.22, atom 6 (N): 0.17, atom 7 (H): 0.06, atom 8 (H): 0.07, atom 9 (H): 0.11, atom 10 (H): 0.13, atom 11 (H): 0.08, atom 12 (H): 0.08, atom 13 (H): 0.09, atom 14 (C): -0.04, atom 15 (H): 0.02, atom 16 (H): 0.02, atom 17 (H): 0.02, atom 18 (H): -0.01



(3)
A single C6H11N molecule, computed with ωB97M-V/def2-TZVPD.

CARTESIAN COORDINATES (ANGSTROEM)
1 C -2.54701 0.07742 0.34226
2 C -1.31854 -0.41815 -0.41466
3 C -0.00530 0.21847 0.08947
4 C 0.19875 1.51657 -0.57537
5 N 0.35094 2.52220 -1.12668
6 C 1.20687 -0.70708 -0.11075
7 C 2.54196 -0.09042 0.29140
8 H -3.47130 -0.28769 -0.11647
9 H -2.59013 1.17197 0.36331
10 H -2.52606 -0.27590 1.37910
11 H -1.23287 -1.50667 -0.31167
12 H -1.42324 -0.21477 -1.48639
13 H -0.10138 0.43086 1.16324
14 H 1.01619 -1.60621 0.48862
15 H 1.23613 -1.02634 -1.15987
16 H 2.54548 0.20258 1.34753
17 H 3.35502 -0.80686 0.14199
18 H 2.76447 0.80003 -0.30505

Cartesian forces (eV/Å) of the 6 atoms listed first:
C -0.0462 0.0388 0.0362
C -0.0346 -0.0702 -0.0514
C -0.0186 -0.0336 0.0526
C 0.1281 0.7900 -0.4168
N -0.1343 -0.8980 0.5077
C -0.0010 -0.0541 -0.0413

## Properties
- Multiplicity: 1
- LUMO: 0.98 eV
- HOMO level: -11.35 eV
- Orbital gap: 12.34 eV
- SMILES string: CCC(C#N)CC

Partial charges, Löwdin, in e: atom 1 (C): -0.10, atom 2 (C): -0.23, atom 3 (C): -0.34, atom 4 (C): -0.21, atom 5 (N): 0.16, atom 6 (C): -0.23, atom 7 (C): -0.11, atom 8 (H): 0.07, atom 9 (H): 0.08, atom 10 (H): 0.08, atom 11 (H): 0.11, atom 12 (H): 0.12, atom 13 (H): 0.15, atom 14 (H): 0.11, atom 15 (H): 0.12, atom 16 (H): 0.08, atom 17 (H): 0.07, atom 18 (H): 0.07



(4)
A single C6H11N molecule, computed with ωB97M-V/def2-TZVPD.

CARTESIAN COORDINATES (ANGSTROEM)
1 C -0.72473 0.42359 -0.71159
2 C 1.79821 0.73753 0.36139
3 C -0.99968 0.19819 -2.15829
4 C -0.40176 -0.58010 0.20295
5 C 0.01819 0.40494 2.30141
6 C -0.64321 -1.90750 0.20660
7 N 0.51718 -0.06771 1.19634
8 H -0.73537 1.44447 -0.35614
9 H -1.00125 -0.86292 -2.40355
10 H 2.56282 0.67605 1.13122
11 H 2.04960 0.12112 -0.49416
12 H 1.58904 1.77218 0.10274
13 H -1.96934 0.61382 -2.44832
14 H -0.24879 0.68649 -2.79123
15 H -1.02346 0.24121 2.54928
16 H 0.62493 1.01945 2.95265
17 H -0.13183 -2.56026 0.89630
18 H -1.28055 -2.36053 -0.53758

Cartesian forces (eV/Å) of the 6 atoms listed first:
C -0.5289 -0.2255 -0.1979
C -1.5802 -1.4153 2.3821
C -0.2432 -0.0385 0.0258
C 0.3104 0.4309 -0.1181
C -0.5699 1.1282 1.5764
C 0.0768 -0.2356 -0.1719

## Properties
- Multiplicity: 1
- LUMO (alpha / beta): 0.76 / 0.00 eV
- HOMO level (alpha / beta): -7.10 / -5.83 eV
- Orbital gap (alpha / beta): 7.86 / 5.83 eV

Partial charges, Löwdin, in e: atom 1 (C): -0.13, atom 2 (C): 0.05, atom 3 (C): -0.10, atom 4 (C): -0.44, atom 5 (C): -0.03, atom 6 (C): 0.08, atom 7 (N): -0.15, atom 8 (H): 0.10, atom 9 (H): 0.06, atom 10 (H): 0.06, atom 11 (H): 0.07, atom 12 (H): 0.06, atom 13 (H): 0.07, atom 14 (H): 0.07, atom 15 (H): 0.07, atom 16 (H): 0.06, atom 17 (H): 0.06, atom 18 (H): 0.06



(5)
A single C6H11N molecule, computed with ωB97M-V/def2-TZVPD.

CARTESIAN COORDINATES (ANGSTROEM)
1 C -0.75892 3.17054 -0.08256
2 C -0.41256 1.87060 -0.08608
3 N -1.33112 0.81347 -0.00855
4 C -0.87823 -0.36576 0.76417
5 C 0.52189 -0.75800 0.33578
6 C 0.73314 -1.82423 -0.42837
7 C 1.96834 -2.66351 -0.55561
8 H -1.52240 3.52537 0.61115
9 H -0.51930 3.90201 -0.84213
10 H 0.51392 1.66281 -0.61946
11 H -2.17480 1.25097 0.35760
12 H -0.83577 -0.13026 1.83086
13 H -1.49549 -1.23768 0.56207
14 H 1.36589 -0.30849 0.85321
15 H -0.18660 -2.34016 -0.70885
16 H 2.23814 -2.81491 -1.60113
17 H 2.82237 -2.21328 -0.05099
18 H 1.75015 -3.61473 -0.07511

Cartesian forces (eV/Å) of the 6 atoms listed first:
C -1.0533 0.0369 1.0470
C 0.2086 0.8763 -2.7307
N 0.4549 0.4582 1.8481
C 0.8816 0.4420 -0.7269
C 0.3137 -0.5743 0.4461
C -0.7367 -0.6062 0.9862

## Properties
- Multiplicity: 1
- LUMO: 1.09 eV
- HOMO level: -8.07 eV
- Orbital gap: 9.15 eV
- SMILES string: C=CNC/C=C/C

Partial charges, Löwdin, in e: atom 1 (C): -0.03, atom 2 (C): -0.27, atom 3 (N): -0.02, atom 4 (C): -0.21, atom 5 (C): -0.14, atom 6 (C): -0.17, atom 7 (C): -0.10, atom 8 (H): 0.04, atom 9 (H): 0.04, atom 10 (H): 0.10, atom 11 (H): 0.11, atom 12 (H): 0.11, atom 13 (H): 0.10, atom 14 (H): 0.11, atom 15 (H): 0.10, atom 16 (H): 0.07, atom 17 (H): 0.07, atom 18 (H): 0.07



(6)
A single C6H11N molecule, computed with ωB97M-V/def2-TZVPD.

CARTESIAN COORDINATES (ANGSTROEM)
1 C -2.38477 -0.03503 -0.38277
2 C -1.08583 0.05618 0.45756
3 C -0.17418 1.28938 0.00422
4 C 1.07876 0.56712 0.35332
5 N 2.31100 0.09395 -0.32215
6 C 1.03253 -0.68048 -0.47502
7 C -0.15799 -1.26240 0.29711
8 H -2.16918 -0.32107 -1.44853
9 H -3.08921 -0.78339 -0.01918
10 H -2.81278 0.96860 -0.25989
11 H -1.53878 0.21242 1.41815
12 H -0.20160 1.47646 -1.14732
13 H -0.49609 2.27926 0.50277
14 H 1.10775 0.39157 1.40088
15 H 2.89590 -0.29407 0.41582
16 H 0.75189 -0.45786 -1.45959
17 H -0.65899 -2.19736 -0.02900
18 H 0.18302 -1.54076 1.35430

Cartesian forces (eV/Å) of the 6 atoms listed first:
C 0.8468 0.0825 -0.7393
C -1.2172 -0.7830 -2.3191
C -1.0107 1.1278 -1.4107
C 1.8579 0.8024 -1.3977
N -0.4728 -0.3550 0.9142
C -0.5723 0.4963 1.1016

## Properties
- Multiplicity: 1
- LUMO: 1.09 eV
- HOMO level: -8.62 eV
- Orbital gap: 9.71 eV
- SMILES string: CC1C[C@@H]2N[C@H]2C1

Partial charges, Löwdin, in e: atom 1 (C): -0.10, atom 2 (C): -0.33, atom 3 (C): -0.12, atom 4 (C): -0.34, atom 5 (N): 0.10, atom 6 (C): -0.25, atom 7 (C): -0.11, atom 8 (H): 0.09, atom 9 (H): 0.07, atom 10 (H): 0.07, atom 11 (H): 0.11, atom 12 (H): 0.14, atom 13 (H): 0.13, atom 14 (H): 0.12, atom 15 (H): 0.09, atom 16 (H): 0.10, atom 17 (H): 0.10, atom 18 (H): 0.12



(7)
A single C6H11N molecule, computed with ωB97M-V/def2-TZVPD.

CARTESIAN COORDINATES (ANGSTROEM)
1 C 0.54862 2.26088 1.44766
2 C -0.22008 1.65175 0.55092
3 C -0.04282 0.26729 0.05930
4 C 0.92615 -0.58440 0.42599
5 C 1.70124 -1.52939 -0.45152
6 N -0.97136 -0.11288 -0.91295
7 C -1.76348 -1.33406 -0.80902
8 H 0.69123 3.32263 1.57646
9 H 1.08441 1.66734 2.18620
10 H -0.94562 2.30415 0.07415
11 H 1.39648 -0.49673 1.39845
12 H 2.73900 -1.21408 -0.40490
13 H 1.38876 -1.41525 -1.49078
14 H 1.55656 -2.58395 -0.20229
15 H -1.45866 0.67280 -1.31050
16 H -2.75498 -1.00160 -0.49566
17 H -1.32917 -1.95272 -0.03192
18 H -1.80881 -1.86654 -1.75527

Cartesian forces (eV/Å) of the 6 atoms listed first:
C 0.3005 -0.5524 0.9345
C 0.4331 0.6191 0.4322
C -1.1319 -0.5309 0.1569
C 0.8352 -0.0598 0.4743
C -1.3244 -0.1017 -0.4552
N 0.7260 0.4166 -0.7195

## Properties
- Multiplicity: 1
- LUMO: 0.95 eV
- HOMO level: -7.47 eV
- Orbital gap: 8.42 eV
- SMILES string: C=C/C(=C/C)NC

Partial charges, Löwdin, in e: atom 1 (C): 0.00, atom 2 (C): -0.12, atom 3 (C): -0.33, atom 4 (C): -0.13, atom 5 (C): -0.10, atom 6 (N): -0.07, atom 7 (C): -0.08, atom 8 (H): 0.05, atom 9 (H): 0.06, atom 10 (H): 0.10, atom 11 (H): 0.09, atom 12 (H): 0.07, atom 13 (H): 0.07, atom 14 (H): 0.07, atom 15 (H): 0.10, atom 16 (H): 0.08, atom 17 (H): 0.08, atom 18 (H): 0.07



(8)
A molecular structure, C6H11N, computed with ωB97M-V/def2-TZVPD.

CARTESIAN COORDINATES (ANGSTROEM)
1 C -2.24816 0.29066 -0.85478
2 C -1.12766 -0.20119 0.11105
3 C 0.10052 -0.80792 -0.55965
4 C 1.06614 -0.40294 0.57338
5 C 2.49288 -0.03406 0.22792
6 C 0.06341 0.63482 0.94568
7 N -0.07038 1.76799 1.49204
8 H -3.15740 0.64787 -0.35180
9 H -1.90927 1.08097 -1.53501
10 H -2.57884 -0.54657 -1.50010
11 H -1.02530 1.56672 1.11815
12 H -1.60035 -0.90316 0.81736
13 H 0.05639 -1.86577 -0.79793
14 H 0.32918 -0.21736 -1.45665
15 H 1.03652 -1.16030 1.36766
16 H 3.00453 -0.91800 -0.16718
17 H 2.52472 0.75099 -0.53550
18 H 3.04307 0.31725 1.10533

Cartesian forces (eV/Å) of the 6 atoms listed first:
C 0.3292 0.1907 0.2715
C 0.6620 -0.0855 0.2351
C 0.3152 -0.5874 -0.3876
C 0.2521 -0.2662 -0.0850
C 0.1004 0.0172 0.0140
C -1.1851 -0.9609 -0.8458

## Properties
- Multiplicity: 1
- LUMO: 0.96 eV
- HOMO level: -9.44 eV
- Orbital gap: 10.40 eV

Partial charges, Löwdin, in e: atom 1 (C): -0.08, atom 2 (C): -0.27, atom 3 (C): -0.15, atom 4 (C): -0.32, atom 5 (C): -0.06, atom 6 (C): -0.33, atom 7 (N): 0.18, atom 8 (H): 0.07, atom 9 (H): 0.07, atom 10 (H): 0.08, atom 11 (H): 0.05, atom 12 (H): 0.13, atom 13 (H): 0.11, atom 14 (H): 0.12, atom 15 (H): 0.15, atom 16 (H): 0.08, atom 17 (H): 0.08, atom 18 (H): 0.08



Per-record energy above the lowest of the compared OMol25 structures with the same formula, charge and spin, eV: 3.3337; 1.0368; 0.0784; 4.7010; 2.5182; 4.3654; 2.2746; 2.4374